No. 1
The following is a DFT calculation (ωB97M-V/def2-TZVPD) of an isolated molecule of C17H19Cl2IN2S.

For the frontier orbital gap, the calculation gives 0.3136 Ha. As for the multiplicity: 1. The SMILES is CC[C@H](I)c1cc(CCCS)c2nccnc2c1/C(Cl)=C(\C)Cl. Its charge is 0.

The geometry in XYZ format:
```
42
Properties=species:S:1:pos:R:3:forces:R:3:mulliken_charge:R:1
C -1.477739 3.915580 1.584608 0.0 0.0 -0.3 -1.206
C -0.731155 3.224180 0.428277 -0.1 -0.1 0.1 -0.248
C 0.228874 2.111685 0.912406 -0.2 0.1 -0.1 -1.279
I 2.271993 2.555874 0.374154 0.1 0.0 0.1 0.099
C -0.160950 0.752105 0.409527 0.1 0.3 -0.1 1.591
C -0.024381 0.445667 -0.965455 0.1 0.5 0.0 0.054
C -0.414104 -0.732220 -1.501711 -0.1 -0.4 -0.3 -0.052
C -0.167793 -1.039880 -2.951693 0.1 0.2 0.0 -1.544
C 1.271552 -1.536686 -3.184139 0.0 0.0 0.3 -0.882
C 2.268076 -0.398091 -3.409427 0.1 -0.1 0.2 -0.452
S 3.688824 -1.063478 -4.326677 0.0 -0.1 -0.1 -0.244
C -1.002273 -1.699598 -0.641343 -0.1 -0.2 0.2 0.353
N -1.392728 -2.899829 -1.148607 0.0 0.1 0.0 -0.531
C -1.913805 -3.749558 -0.309615 0.0 0.0 0.2 -0.434
C -2.061905 -3.456965 1.071359 0.0 -0.1 -0.2 -0.342
N -1.691948 -2.319739 1.586914 0.0 0.0 0.0 -0.496
C -1.159533 -1.407688 0.731242 0.0 -0.3 -0.2 0.911
C -0.728738 -0.160601 1.250453 0.0 -0.1 0.4 -0.155
C -0.923772 0.106972 2.696511 0.3 0.0 0.0 -1.486
Cl -2.537971 0.535798 3.133694 -0.1 0.0 0.1 -0.173
C 0.070682 0.071493 3.579898 -0.1 0.0 0.0 0.597
C 1.491127 -0.269512 3.275526 0.1 -0.1 -0.1 -1.313
Cl -0.206283 0.456837 5.244371 0.0 0.0 0.1 -0.212
H -1.577883 4.982257 1.387026 0.0 0.0 0.0 0.353
H -2.481807 3.508273 1.688572 0.0 -0.1 0.2 0.313
H -0.955532 3.793987 2.532695 0.0 0.1 0.0 0.307
H -1.465048 2.755479 -0.228794 0.0 0.1 -0.1 0.258
H -0.194937 3.953548 -0.172176 0.0 0.0 0.0 0.453
H 0.255905 2.097554 1.996570 0.1 0.1 0.0 0.606
H 0.418655 1.187653 -1.621056 0.0 0.1 0.1 0.588
H -0.874699 -1.785047 -3.302626 -0.1 0.0 0.0 0.437
H -0.328636 -0.115298 -3.511269 0.0 -0.1 -0.2 0.548
H 1.301206 -2.252019 -4.006248 -0.1 0.1 -0.2 0.536
H 1.586711 -2.086248 -2.293303 0.0 -0.1 -0.1 0.428
H 1.821614 0.425442 -3.963075 0.0 -0.1 -0.1 0.350
H 2.626049 -0.019004 -2.452268 -0.1 0.1 0.0 0.237
H 4.321258 0.090717 -4.556814 0.0 0.1 0.1 0.129
H -2.238747 -4.711622 -0.691401 0.0 0.0 0.0 0.438
H -2.491251 -4.201992 1.733085 0.0 0.0 0.0 0.450
H 1.822399 -1.099641 3.900114 0.0 0.0 0.0 0.417
H 1.619198 -0.548561 2.231039 0.0 0.0 0.0 0.275
H 2.139494 0.582180 3.489657 0.0 0.0 0.0 0.324
```
Positions in Å, forces in eV/Å.


No. 2
The following is a DFT calculation (ωB97M-V/def2-TZVPD) of an isolated molecule of C17H19ClN2O4S2 in a non-equilibrium geometry.

For the frontier orbital gap, the calculation gives 0.2979 Ha. As for the multiplicity: 1. The SMILES is COc1ccc(Cl)cc1N(CC(=O)Nc1cccc(SC)c1)S(C)(=O)=O. Its charge is 0.

The geometry in XYZ format:
```
45
Properties=species:S:1:pos:R:3:forces:R:3:mulliken_charge:R:1
C -4.701703 0.626798 0.379022 3.8 -3.1 -5.7 -0.853
O -4.045843 -0.437041 1.013970 3.7 -0.8 -0.9 -0.502
C -2.799379 -0.934339 0.427675 -7.1 -5.6 9.1 1.047
C -2.473214 -2.158051 1.192667 0.8 2.2 -2.9 -1.184
C -1.274139 -2.731959 0.975104 -1.4 -6.0 1.5 -0.400
C -0.442505 -2.430649 -0.060609 0.7 4.4 -0.6 0.532
Cl 1.102102 -3.078957 -0.106768 1.4 -1.1 -0.6 -0.165
C -0.673121 -1.178521 -0.570334 -2.1 1.8 0.1 -0.433
C -1.907826 -0.354003 -0.229433 7.4 -13.3 0.7 -0.752
N -2.047531 0.778499 -0.529999 -2.2 14.3 -9.6 0.827
C -1.455712 1.898952 -0.023899 5.7 3.3 0.8 -1.287
C 0.232453 1.670265 0.260962 -5.0 0.8 -3.9 0.417
O 0.887607 1.885080 -0.741192 1.3 0.2 0.2 -0.564
N 0.518308 1.023327 1.348532 2.0 -3.0 0.5 -0.112
C 1.622080 -0.076823 1.307602 -3.9 7.2 0.0 0.060
C 1.549598 -0.688681 2.426344 1.4 -6.2 4.3 -0.135
C 2.756180 -1.486282 2.725523 -5.2 -1.0 1.6 -0.760
C 3.761503 -1.555278 1.957385 4.4 5.9 -6.2 -0.758
C 3.931839 -0.293139 0.798639 -1.7 -4.2 3.2 0.295
S 5.466014 -0.230841 -0.068599 -0.7 -1.5 1.6 -0.064
C 5.156978 1.063840 -1.209969 1.7 -0.3 1.4 -0.858
C 2.714952 0.364124 0.646743 6.1 -1.9 -1.5 -0.483
S -2.346225 0.988596 -2.287096 -0.8 11.1 0.6 1.312
C -0.891323 0.935835 -3.367630 -0.1 9.8 5.0 -1.062
O -3.269677 0.134584 -2.818540 -3.0 -5.5 -1.2 -0.654
O -2.971599 2.436120 -2.324801 3.2 -4.2 0.4 -0.754
H -4.358175 1.578685 0.484814 1.2 2.5 0.5 0.283
H -4.775018 0.308535 -0.754208 0.3 1.2 1.8 0.203
H -5.588175 0.446710 0.661943 -6.9 -0.2 2.4 0.544
H -3.195191 -2.565668 1.802528 -1.3 -0.7 1.4 0.584
H -1.072056 -3.848357 1.347116 -0.5 2.7 0.0 0.179
H -0.076855 -0.475705 -1.116053 1.3 -0.7 -0.6 0.307
H -1.494615 2.921762 -0.497421 -0.5 -1.8 -0.5 0.402
H -1.696649 2.112419 0.925765 -2.1 0.4 3.7 0.636
H -0.192157 0.716889 1.994828 -0.4 0.5 -0.3 0.323
H 0.636371 -1.014740 2.987994 0.8 1.1 -0.6 0.278
H 2.680656 -2.387848 3.298599 -0.4 0.0 1.4 0.307
H 4.653104 -2.055542 2.108442 1.3 -1.5 0.3 0.506
H 4.824778 1.817652 -0.528614 1.3 2.0 -0.2 0.305
H 6.010357 0.990492 -1.903027 -0.5 1.3 0.4 0.361
H 4.252648 0.892112 -1.608468 -3.0 -1.2 -2.6 0.304
H 2.825079 1.105443 -0.060281 -1.2 1.7 -1.1 0.640
H -0.651072 0.040143 -3.318325 2.7 -8.2 -0.9 0.470
H -0.108580 1.662819 -2.789699 -1.4 -2.1 -0.9 0.169
H -1.074262 1.582743 -4.157232 -1.0 0.1 -2.1 0.491
```
Positions in Å, forces in eV/Å.


No. 3
The following is a DFT calculation (ωB97M-V/def2-TZVPD) of a structure of composition C17H19CoN6O10P2 in a non-equilibrium geometry.

For the frontier orbital gap (alpha / beta), the calculation gives 0.2783 / 0.2802 Ha. As for the multiplicity: 2. As for the expectation value of S²: 0.7562. Its charge is -1.

The geometry in XYZ format:
```
55
Properties=species:S:1:pos:R:3:forces:R:3:mulliken_spin:R:1
Co 0.116971 0.190242 -0.098603 -0.3 0.5 -0.2 0.946
C 3.849937 -2.195156 -2.812808 0.0 0.0 0.1 0.000
C 3.416354 -1.532273 -1.510608 -0.1 0.1 0.1 -0.001
O 4.529108 -1.520397 -0.609428 -0.1 -0.2 -0.3 0.000
P 2.848703 0.191171 -1.789237 0.2 0.2 0.4 0.004
O 3.796815 0.698719 -2.982784 -0.1 0.3 0.0 0.002
O 3.322852 0.987458 -0.513186 0.7 -0.4 -0.7 0.000
O 1.398655 0.326529 -2.085997 0.1 -0.1 -0.2 0.011
P 1.926260 -2.409784 -0.806110 0.1 0.4 -0.1 0.007
O 2.584812 -3.585778 0.078105 0.0 -0.5 -0.1 0.000
O 1.102614 -2.983084 -1.897060 -0.2 0.0 0.0 0.001
O 1.327106 -1.440292 0.199388 0.0 0.1 0.2 0.001
H 4.732936 -1.697879 -3.208535 0.0 0.0 0.0 0.000
H 3.044871 -2.150818 -3.545811 0.0 0.0 0.1 0.000
H 4.084966 -3.244516 -2.624747 0.0 0.0 0.0 0.000
H 4.275634 -1.051201 0.195118 -0.1 0.1 -0.1 0.000
H 3.698473 1.656467 -3.116873 0.1 -0.3 0.0 0.000
H 2.581775 1.591527 -0.162912 -0.2 -0.1 0.3 0.000
H 2.427563 -4.432176 -0.375284 0.1 0.4 0.2 0.000
O 1.104555 4.152446 -0.128523 0.1 -0.2 0.1 -0.001
C 0.649862 3.021598 -0.139640 -0.2 0.0 0.1 0.002
O 1.233965 1.921730 0.205290 -0.3 0.3 -0.1 0.001
C -0.767167 2.810570 -0.645778 0.3 -0.1 -0.2 0.007
C -1.694735 3.828053 -0.741384 0.0 0.2 -0.1 0.000
C -2.936481 3.529715 -1.275403 -0.1 0.0 0.0 0.001
C -3.181478 2.250016 -1.758473 0.1 0.1 -0.1 -0.001
C -2.196026 1.288761 -1.631610 0.1 0.0 0.0 0.005
N -1.027449 1.566100 -1.044042 -0.3 -0.2 0.7 -0.010
H -1.422177 4.817153 -0.400093 0.0 0.0 0.0 0.000
H -3.708395 4.288548 -1.324240 0.0 0.0 0.0 0.000
H -4.127431 1.988951 -2.211209 0.0 0.0 0.0 0.000
H -2.331306 0.275027 -1.993912 0.0 0.2 0.1 0.001
N 1.376424 -0.964678 2.945349 -0.2 0.2 0.1 0.001
C 0.356600 -0.083163 3.189635 0.1 -0.1 -0.1 0.002
C -0.045481 0.182042 4.513882 0.0 -0.1 0.1 0.002
C -1.022097 1.115926 4.750807 0.0 0.0 0.0 -0.001
C -1.604464 1.782584 3.674373 0.0 0.1 0.1 0.001
C -1.169080 1.445395 2.416595 0.0 -0.1 -0.2 0.000
N -0.214278 0.540434 2.151956 -0.1 0.1 0.2 0.027
H 1.609902 -1.598989 3.686493 0.0 0.0 0.1 0.000
H 1.466627 -1.328602 2.001194 -0.1 0.1 -0.1 -0.001
H 0.419064 -0.367114 5.326436 0.0 0.1 -0.1 0.000
H -1.346148 1.319100 5.765895 0.0 0.0 0.0 0.000
H -2.378916 2.526337 3.809520 0.0 -0.1 0.0 0.000
H -1.622492 1.914329 1.550816 0.0 -0.1 0.0 0.002
N -1.844184 -2.117381 -1.681233 0.5 -0.1 -0.1 0.000
C -2.260658 -1.587325 -0.506075 -0.1 0.3 0.4 -0.006
O -1.542336 -0.778981 0.164337 0.2 -0.7 -0.6 -0.001
C -3.575857 -1.857045 -0.062937 -0.6 -0.2 0.2 -0.002
C -4.094256 -1.203054 1.097597 0.2 -0.2 -0.2 0.000
N -4.525523 -0.678406 2.034024 0.1 -0.1 -0.2 0.000
C -4.396015 -2.785442 -0.768266 0.2 0.3 0.2 0.000
N -5.016862 -3.540973 -1.388697 0.1 0.1 0.1 0.000
H -2.388460 -2.875866 -2.056580 -0.1 0.0 0.0 0.000
H -0.843630 -2.196566 -1.858755 0.1 0.0 0.2 0.002
```
Positions in Å, forces in eV/Å.


No. 4
The following is a DFT calculation (ωB97M-V/def2-TZVPD) of a structure of composition C17H19FFeN3O7S2SbSe4.

For the frontier orbital gap (alpha / beta), the calculation gives 0.2715 / 0.2131 Ha. As for the multiplicity: 6. As for the expectation value of S²: 8.8095. Its charge is -1.

The geometry in XYZ format:
```
55
Properties=species:S:1:pos:R:3:forces:R:3:mulliken_spin:R:1
Fe 2.361523 1.654059 -0.427588 0.0 -0.4 0.2 2.867
C -1.242037 -3.921387 -3.334112 0.0 0.0 0.0 0.011
C -1.673327 -3.723533 -1.887646 0.0 0.0 0.0 0.000
C -3.186549 -3.596058 -1.816110 0.0 -0.1 0.0 0.008
C -3.648890 -3.366995 -0.390018 0.0 0.0 0.0 -0.003
C -2.980944 -2.140955 0.159583 0.0 0.0 0.0 0.000
C -3.615622 -1.333032 1.072612 0.0 0.0 0.0 0.001
C -2.998636 -0.171586 1.528944 0.0 0.0 0.0 0.002
F -3.675229 0.603156 2.403291 0.0 0.0 0.0 0.000
C -1.761476 0.202243 1.104453 0.0 0.0 0.0 0.022
C -1.087749 -0.618033 0.189358 0.0 0.0 0.0 -0.031
C 0.229310 -0.209488 -0.273329 0.0 0.0 0.0 -0.077
O 0.711629 0.860348 0.207847 0.0 0.1 -0.2 -0.001
C 0.855399 -1.046877 -1.212446 0.1 0.0 0.2 0.012
C 0.173593 -2.144909 -1.670144 -0.1 0.0 -0.1 0.013
N -1.045226 -2.519302 -1.279626 0.1 0.0 0.0 0.018
C -1.698932 -1.775814 -0.300819 0.0 0.0 -0.1 0.011
C 2.270193 -0.898549 -1.728360 0.0 0.1 -0.1 -0.025
O 2.713492 -1.791461 -2.428833 0.1 0.0 0.1 0.016
O 2.936890 0.156105 -1.394706 -0.1 0.0 0.0 -0.021
H -1.829083 -4.739704 -3.751831 0.0 0.0 0.0 0.001
H -0.192221 -4.185602 -3.443673 0.0 0.0 0.0 0.000
H -1.435722 -3.014844 -3.909470 0.0 0.0 0.0 -0.007
H -1.359166 -4.583117 -1.285467 0.0 0.0 0.0 -0.001
H -3.617742 -4.512713 -2.220350 0.0 0.0 0.0 0.000
H -3.498490 -2.765946 -2.456147 0.0 0.0 0.0 -0.002
H -3.396813 -4.237919 0.224454 0.0 0.0 0.0 0.000
H -4.731714 -3.244884 -0.343166 0.0 0.0 0.0 0.000
H -4.609542 -1.578622 1.424559 0.0 0.0 0.0 0.000
H -1.305899 1.130412 1.413746 0.0 0.0 0.0 0.000
H 0.672389 -2.746811 -2.413556 0.0 0.0 0.0 -0.004
O 4.435996 4.050630 1.138559 0.1 -0.1 0.1 -0.002
S 3.508183 3.864518 0.048432 -0.1 0.1 -0.3 0.012
O 3.272693 5.022860 -0.757044 0.0 0.0 0.0 -0.002
O 3.896012 2.638042 -0.813939 0.1 0.2 0.0 -0.011
O 2.169304 3.257141 0.553956 0.0 0.0 0.1 -0.014
Se -2.007902 3.125946 -5.153440 0.0 0.0 0.0 0.961
Sb -0.654250 1.537144 -3.768777 0.2 0.1 -0.1 -0.100
Se -2.570856 0.202065 -3.072052 -0.1 0.0 0.1 0.457
Se -0.017692 -0.434847 -5.097738 0.0 0.0 0.0 0.712
Se 1.056581 2.840166 -2.665402 -0.1 -0.1 0.2 0.075
C 0.439170 2.318359 3.362629 -0.1 0.0 0.0 -0.003
N 1.453726 1.269354 3.243170 0.0 -0.1 0.0 0.004
C 2.722853 1.514479 2.830896 0.0 0.3 0.1 0.011
S 3.501954 0.444137 1.761291 -0.1 -0.1 -0.1 0.072
N 3.366162 2.592686 3.264850 0.0 -0.1 -0.1 0.011
C 2.915926 3.562877 4.238704 0.0 0.0 0.1 -0.002
H -0.533679 1.844883 3.255394 0.0 0.0 0.0 0.000
H 0.552151 3.061039 2.571390 0.0 0.0 0.0 0.002
H 0.457865 2.803265 4.336948 0.0 0.0 -0.1 0.000
H 1.117476 0.422874 2.808371 0.0 0.0 0.0 0.003
H 4.122153 2.879451 2.647533 0.0 0.1 0.1 0.001
H 2.459186 3.055931 5.088056 0.0 0.0 0.0 0.000
H 2.212746 4.286215 3.822412 0.0 0.0 0.0 0.001
H 3.790835 4.102603 4.594356 0.0 0.0 0.0 0.000
```
Positions in Å, forces in eV/Å.